Record 1
C2H3ClO2S | ωB97M-V with the def2-TZVPD basis set

- DFT total energy: -1086.75888 hartree
- E_LUMO: -0.648 eV
- Energy relative to the best compared isomer or geometry (same formula, charge and spin): 2.499 eV
- Strongest force on any atom: 3.8 eV Å⁻¹

CARTESIAN COORDINATES (ANGSTROEM)
C1 0.376 -0.862 -0.450
C2 0.316 -0.815 0.785
O1 1.658 2.058 0.809
O2 1.231 2.632 -1.492
S1 1.726 1.683 -0.561
Cl1 -2.669 -1.053 0.640
H1 0.129 -1.086 -1.488
H2 -3.464 -1.751 -0.025
H3 0.699 -0.805 1.781

Record 2
C18H51O21P5 | ωB97M-V with the def2-TZVPD basis set

- DFT total energy: -4003.23014 hartree
- E_LUMO: 0.236 eV
- Energy relative to the best compared isomer or geometry (same formula, charge and spin): 0.000 eV
- Strongest force on any atom: 8.3 eV Å⁻¹

CARTESIAN COORDINATES (ANGSTROEM)
C1 114.078 58.259 42.197
O1 115.420 57.643 42.203
P1 116.723 58.559 42.053
O2 116.753 59.296 40.822
O3 116.513 59.641 43.218
C2 116.958 60.955 43.015
O4 118.117 57.821 42.357
C3 119.130 57.986 41.562
H1 114.013 59.119 42.721
H2 113.418 57.460 42.372
H3 113.651 58.574 41.218
H4 118.016 61.189 42.633
H5 117.073 61.496 43.924
H6 116.438 61.620 42.272
H7 120.128 57.531 42.024
H8 119.279 58.999 41.198
H9 119.002 57.501 40.452
C4 121.396 51.152 45.063
O5 121.375 52.456 44.641
P2 121.303 53.660 45.606
O6 122.679 54.220 45.708
O7 120.345 54.807 45.004
C5 120.720 55.958 44.415
O8 120.733 53.411 47.084
C6 120.466 54.478 47.933
H10 121.363 50.435 44.176
H11 120.521 50.716 45.683
H12 122.033 51.092 45.889
H13 121.273 55.849 43.540
H14 121.507 56.478 45.117
H15 119.823 56.537 44.130
H16 119.600 54.944 47.533
H17 121.312 55.022 48.101
H18 120.136 53.983 48.878
C7 117.716 46.043 48.823
O9 117.103 46.877 47.771
P3 117.918 47.902 46.924
O10 118.657 48.864 47.831
O11 119.020 47.084 46.084
C8 119.248 47.516 44.675
O12 116.970 48.772 46.058
C9 115.663 49.131 46.521
H19 118.559 46.630 49.074
H20 118.057 45.196 48.222
H21 116.955 45.798 49.675
H22 118.420 47.506 44.075
H23 119.936 46.636 44.258
H24 119.933 48.527 44.844
H25 115.734 50.020 47.319
H26 115.047 48.288 46.174
H27 115.382 49.809 45.747
C10 120.535 54.194 41.224
O13 119.508 54.853 41.908
P4 118.166 54.282 42.635
O14 117.237 53.738 41.687
O15 118.532 53.034 43.639
C11 118.193 51.681 43.255
O16 117.407 55.414 43.385
C12 116.299 55.099 44.228
H28 121.290 53.440 41.580
H29 121.118 55.026 40.619
H30 119.895 53.644 40.546
H31 117.285 51.428 43.161
H32 118.481 51.177 44.077
H33 118.658 51.631 42.227
H34 115.782 54.471 43.714
H35 115.556 55.927 44.369
H36 116.629 54.638 45.219
C13 116.838 49.549 50.849
O17 117.086 50.371 49.706
P5 118.287 51.304 49.630
O18 118.044 52.538 50.431
O19 119.775 50.806 50.146
C14 120.775 50.558 49.320
O20 118.175 51.702 48.073
C15 117.270 52.671 47.582
H37 115.855 49.212 50.685
H38 116.849 50.164 51.647
H39 117.724 48.646 50.854
H40 121.654 50.366 49.868
H41 120.804 51.269 48.490
H42 120.578 49.504 48.886
H43 116.312 52.376 47.766
H44 117.261 52.817 46.469
H45 117.494 53.794 47.870
C16 118.090 58.153 46.017
C17 117.580 58.899 47.157
C18 117.048 58.065 48.436
O21 117.341 60.033 47.236
H46 118.742 57.300 46.049
H47 118.551 58.895 45.301
H48 117.159 57.955 45.470
H49 117.107 58.600 49.483
H50 117.754 57.262 48.543
H51 116.126 57.482 48.305

no.,M (g/mol),gap between HOMO and LUMO (eV)
1,126.56,9.835
2,758.46,9.523